Entry from the OMol25 dataset: a structure of composition C50H79KN8O7PSSi (ωB97M-V/def2-TZVPD).

Element x y z (Å)
K -0.12 1.66 0.41
S -1.09 -1.97 0.27
P 3.52 0.94 1.27
Si -1.76 -3.33 -1.09
O -2.94 1.22 3.24
O -1.85 -4.91 -0.53
O 2.26 1.56 0.79
O -3.31 -3.11 -1.68
O -2.56 1.94 0.65
O -0.83 -3.33 -2.45
O -0.30 0.56 3.19
N 0.41 4.51 1.09
N -0.76 -1.65 3.43
N 3.35 -0.68 1.47
N -4.21 3.47 0.78
N -1.43 1.52 -2.25
N 4.09 1.42 2.76
N 4.71 1.32 0.20
N -0.11 3.74 -1.46
C -1.73 -2.74 3.40
C 0.63 -2.03 3.29
C -1.81 -2.89 -4.61
C 3.33 6.04 -0.60
C -0.90 -5.68 0.21
C -2.59 -0.11 2.93
C -3.41 1.59 -4.21
C 2.63 -1.43 0.41
C 0.66 4.81 2.34
C -3.54 2.38 1.23
C -1.07 4.98 -3.35
C 4.58 -2.66 1.12
C -4.03 1.68 2.50
C 4.34 -1.54 2.13
C 6.11 0.93 0.35
C 1.80 5.54 2.75
C -1.24 -7.14 -0.07
C 4.54 2.40 -0.80
C -1.66 2.67 -2.94
C -4.57 -2.78 0.39
C 0.53 -5.38 -0.24
C -4.95 -4.77 -1.09
C 1.85 5.01 -2.23
C -1.74 -5.22 -3.72
C 0.95 4.54 -1.26
C -2.15 0.46 -2.52
C -2.64 2.75 -3.95
C 0.38 -4.05 -4.33
C 5.81 2.27 -1.63
C -1.11 -0.35 3.21
C -0.87 3.83 -2.58
C 3.01 5.72 -1.90
C -1.02 -3.88 -3.76
C 3.01 2.48 4.59
C 2.45 5.62 0.43
C -3.66 4.20 -0.36
C -5.45 3.92 1.37
C -4.58 -3.29 -1.05
C -1.06 -5.39 1.70
C 3.26 1.12 3.95
C -3.18 0.45 -3.50
C -5.57 -2.49 -1.88
C 3.20 -2.85 0.51
C 4.29 3.24 4.27
C 2.69 5.94 1.79
C 4.58 2.82 2.83
C 6.86 1.89 -0.58
C -2.83 3.96 -4.68
C 1.28 4.89 0.12
C -2.03 5.03 -4.37
H -5.53 -2.81 -2.92
H 3.92 -1.95 3.06
H -4.20 3.96 -1.29
H 5.24 -0.98 2.40
H 5.29 -2.32 0.36
H -2.79 -2.72 -4.16
H -2.16 5.96 -4.92
H 1.65 4.78 -3.27
H -3.74 -0.45 -3.66
H -5.30 4.44 2.32
H -1.18 -5.94 -3.11
H -2.28 -7.33 0.20
H -6.59 -2.64 -1.51
H 6.45 1.03 1.39
H 0.77 -4.33 -0.07
H 7.17 2.78 -0.03
H -0.06 4.48 3.08
H 4.23 6.60 -0.35
H 6.27 -0.11 0.06
H -5.34 -1.43 -1.83
H -0.59 -7.81 0.49
H 3.21 -3.35 -0.46
H 0.65 -5.60 -1.30
H -3.89 -3.36 1.01
H 2.16 2.95 4.09
H 0.91 -3.09 -4.31
H 2.84 -0.99 -0.57
H 1.95 5.76 3.79
H 2.79 2.42 5.65
H -3.73 5.27 -0.17
H -4.23 -1.74 0.41
H -0.36 -5.99 2.30
H 3.66 6.04 -2.70
H 1.56 -1.41 0.56
H -1.29 -1.93 -4.68
H 5.70 1.46 -2.35
H 0.74 -2.69 2.43
H -1.83 -5.63 -4.73
H 4.49 3.38 -0.33
H 3.63 2.26 -1.36
H -6.16 3.10 1.52
H -2.73 -5.12 -3.29
H -4.18 1.63 -4.97
H -2.22 -2.81 2.42
H -4.61 2.35 3.14
H 0.98 -2.54 4.19
H 2.32 0.63 3.67
H -4.21 -5.37 -0.55
H -1.96 -3.28 -5.63
H 7.76 1.44 -1.01
H -2.48 -2.64 4.19
H 0.95 -4.77 -3.73
H -4.69 0.86 2.19
H 1.23 -1.14 3.10
H -2.69 -0.32 1.86
H -5.58 -2.84 0.81
H -3.58 4.00 -5.46
H -0.50 5.88 -3.13
H -5.93 -4.93 -0.64
H 6.04 3.18 -2.17
H 0.35 -4.41 -5.36
H -1.93 -0.44 -1.95
H -2.08 -5.62 2.02
H 4.03 3.46 2.14
H 5.10 2.92 4.93
H 1.24 -6.00 0.33
H -2.61 3.93 -0.49
H -5.92 4.62 0.68
H -1.19 -3.67 3.57
H 4.20 4.33 4.35
H 3.81 0.46 4.63
H 4.99 -3.56 1.58
H 3.58 6.50 2.05
H -1.12 -7.35 -1.14
H -4.98 -5.12 -2.12
H 2.57 -3.45 1.17
H 5.65 2.87 2.58
H -0.87 -4.33 1.88
H -3.23 -0.80 3.48

## Properties
energy relative to the best compared isomer or geometry (same formula, charge and spin)	4.2	kcal/mol
LUMO level	0.0784	Eh
charge	-1
frontier orbital gap	5.52	eV
HOMO energy	-3.39	eV